Computed, not measured: C8H32FInO8 as an isolated structure, with the ωB97M-V functional and the def2-TZVPD basis.

Properties
Molar mass: 390.15 g mol⁻¹
Electronic energy: -1214.801319 Ha
F_max: 0.0517 hartree/bohr
Gap between HOMO and LUMO: 1.867 eV

Geometry as ORCA input:
```
! RIJCOSX wB97M-V def2-TZVPD def2/J DEFGRID3
* xyz 2 1
In 28.07 17.59 -19.28
F 27.75 19.42 -23.54
O 23.34 16.62 -20.84
O 30.76 17.81 -26.74
O 29.83 22.43 -19.79
O 28.12 14.37 -23.19
O 32.47 17.81 -22.18
O 24.60 21.58 -19.23
O 25.73 21.65 -26.89
O 30.60 23.00 -24.87
C 25.87 21.06 -28.14
C 30.68 16.64 -27.43
C 22.62 17.25 -21.85
C 24.32 22.64 -20.18
C 30.20 23.89 -25.89
C 29.87 23.54 -18.92
C 26.90 14.12 -23.83
C 33.86 17.51 -22.36
H 29.85 22.40 -24.83
H 24.55 23.63 -19.79
H 26.31 13.48 -23.18
H 28.54 13.51 -23.12
H 27.08 13.65 -24.79
H 24.09 21.83 -18.45
H 29.94 17.95 -26.27
H 34.42 18.43 -22.55
H 29.03 23.70 -18.25
H 24.94 20.69 -28.57
H 26.38 21.72 -28.84
H 29.92 23.37 -26.81
H 22.07 16.59 -22.52
H 29.76 16.14 -27.13
H 34.24 16.94 -21.51
H 22.75 15.97 -20.44
H 24.95 22.40 -21.04
H 21.99 18.02 -21.41
H 29.95 24.39 -19.59
H 33.95 16.89 -23.25
H 30.80 23.51 -18.35
H 29.31 24.41 -25.54
H 32.04 18.15 -22.97
H 30.57 16.93 -28.48
H 26.51 20.17 -28.14
H 31.58 16.04 -27.28
H 23.29 22.66 -20.51
H 31.00 24.55 -26.25
H 30.40 22.49 -20.56
H 23.32 17.68 -22.57
H 26.07 21.09 -26.19
H 26.29 15.00 -24.05
*
```